# C4H8NO

A gas-phase ion, C4H8NO (charge +1) (wB97M-V/def2-TZVPD, the OMol25 dataset).

- spin multiplicity = 1
- HOMO (eV) = -15.8706
- Kohn-Sham gap (eV) = 10.8712
- net charge = +1
- structure (SMILES) = CC[N+]1=C[C@@H]1O
- ΔE to the lowest compared entry with this formula, charge and spin (kcal/mol) = 72.8

```
14
C4H8NO (wB97M-V/def2-TZVPD)
C 0.936 1.371 0.591
C 0.975 1.138 -0.799
C -0.535 -1.895 0.559
C -0.947 -0.455 0.446
N 0.246 0.395 0.288
O 0.115 2.027 -1.546
H 1.201 1.785 1.564
H 1.885 0.771 -1.394
H 0.265 -2.262 -0.245
H -0.047 -2.022 1.452
H -1.529 -2.512 0.676
H -1.420 -0.112 1.315
H -1.580 -0.347 -0.406
H 0.436 2.118 -2.500
```